P.
{"formula": "C5H14N3", "method": "ωB97M-V with the def2-TZVPD basis set", "lumo_ev": [-3.2, -3.6], "mol_weight_g_mol": 116.19, "total_charge": 1, "orbital_gap_ev": [9.4, 7.7], "e_homo_ev": [-12.590, -11.291], "elements": ["C", "C", "C", "C", "C", "N", "N", "N", "H", "H", "H", "H", "H", "H", "H", "H", "H", "H", "H", "H", "H", "H"], "xyz": [[1.0669, 0.8681, 0.9568], [0.3751, 1.5785, -0.2456], [-1.1515, -0.5410, -0.3791], [0.8846, -1.3315, 1.9326], [0.3722, -0.0155, -2.1226], [0.2658, -0.1069, 1.6625], [-2.4344, -0.5500, -0.0159], [-0.5058, 0.6203, -1.0540], [2.0386, 0.4784, 0.3879], [1.3054, 1.5993, 1.6317], [-0.2783, 2.3377, 0.1417], [1.1212, 2.0317, -0.8088], [-0.8286, -1.6319, -0.5894], [0.0466, -1.9991, 2.4719], [1.1778, -2.0517, 1.1887], [1.6526, -1.1190, 2.6212], [1.2750, -0.2220, -1.7680], [-0.1680, -0.7626, -2.6623], [0.6816, 0.6758, -2.9164], [-2.8425, 0.3102, 0.2146], [-2.7440, -1.3421, 0.5851], [-1.3104, 1.1732, -1.2327]]}

***

Q.
{"formula": "C5H14N3", "method": "ωB97M-V with the def2-TZVPD basis set", "smiles": "CC/[N+](=C/N)N(C)C", "lumo_ev": -3.1, "mol_weight_g_mol": 116.19, "total_charge": 1, "orbital_gap_ev": 10.3, "e_homo_ev": -13.364, "elements": ["C", "C", "N", "C", "N", "N", "C", "C", "H", "H", "H", "H", "H", "H", "H", "H", "H", "H", "H", "H", "H", "H"], "xyz": [[2.2614, -0.7668, 0.3494], [1.4144, -0.0058, -0.6665], [-0.0495, -0.3370, -0.2458], [-0.4142, -1.5845, -0.0806], [-1.5975, -1.9325, 0.2629], [-0.8788, 0.6650, 0.2099], [-1.4750, 1.3193, -0.8910], [-0.3507, 1.6495, 1.1981], [1.7448, -1.3488, 1.0580], [2.9090, -1.5837, -0.2389], [2.9300, -0.0417, 0.8624], [1.6046, 0.9820, -0.8778], [1.2907, -0.5205, -1.5413], [0.3528, -2.3424, -0.5325], [-1.8899, -2.9381, 0.1062], [-2.2482, -1.1859, 0.4740], [-0.9013, 2.1698, -1.3129], [-1.5739, 0.3991, -1.6952], [-2.5079, 1.7540, -0.6347], [0.2656, 2.1676, 0.5562], [-1.1521, 2.2806, 1.6208], [0.2657, 1.2006, 2.0193]]}

***

Of them, P has the lowest stability.

***

P.
{"formula": "C4H10Se", "method": "ωB97M-V with the def2-TZVPD basis set", "smiles": "[SeH2].C=CCC", "lumo_ev": 0.7, "mol_weight_g_mol": 137.08, "orbital_gap_ev": 9.8, "e_homo_ev": -9.127, "elements": ["Se", "H", "H", "C", "C", "C", "C", "H", "H", "H", "H", "H", "H", "H", "H"], "xyz": [[1.9348, 3.4009, 1.1280], [1.1401, 2.1956, 0.3678], [0.6865, 4.0952, 1.2457], [1.5683, 0.2122, -0.5744], [0.5762, -0.5988, -0.2540], [-0.9042, -0.3796, -0.4389], [-1.6442, -1.5930, 0.0399], [2.5393, -0.2358, -0.3155], [1.5145, 1.0332, -1.3210], [0.7276, -1.2225, 0.5595], [-1.1925, 0.5526, 0.1232], [-1.1820, -0.1927, -1.4794], [-1.2807, -2.5943, -0.4898], [-1.2764, -1.7688, 1.1057], [-2.6610, -1.4367, -0.0525]]}

***

Q.
{"formula": "C4H10Se", "method": "ωB97M-V with the def2-TZVPD basis set", "lumo_ev": -0.3, "mol_weight_g_mol": 137.08, "orbital_gap_ev": 8.9, "e_homo_ev": -9.180, "elements": ["C", "C", "C", "C", "Se", "H", "H", "H", "H", "H", "H", "H", "H", "H", "H"], "xyz": [[1.2712, 0.5106, -1.0891], [-1.6677, -1.9851, 0.2319], [0.8500, 1.2550, 0.2063], [-0.6520, 1.2316, 0.4765], [-1.2141, 2.7232, 1.3553], [0.4940, -0.1134, -1.6517], [1.4028, 1.2591, -1.7973], [2.2541, 0.1334, -1.0552], [-2.0279, -1.0505, 0.7947], [-1.8219, -1.8081, -0.7296], [-2.3450, -2.7477, 0.4723], [1.3092, 2.2450, 0.0583], [1.3473, 0.7430, 0.9958], [-0.7208, -2.2397, 0.4671], [-0.3149, 3.7672, 1.9845]]}

***

Of them, Q has the lowest stability.